ORCA calculation (wB97M-V/def2-TZVPD) on a structure of composition C28H58BBaF4NO14 at a distorted geometry.

Each line ends with the Löwdin charge.
Atoms and positions in Å:
Ba: -1.21614 -2.96583 1.58607  2.150
B: -0.14353 -0.40415 -0.05628  -1.403
F: -0.50430 0.10527 -1.29860  0.143
F: 0.83377 0.36471 0.58050  0.126
F: -1.28032 -0.30958 0.74227  0.040
F: 0.36451 -1.69372 -0.13412  0.037
C: -4.59589 -0.52327 -0.38205  -0.026
C: -4.90164 -1.78631 0.43673  -0.767
O: -3.89713 -2.53586 0.66142  -0.269
O: -6.07801 -2.11063 0.64842  -0.029
H: -3.65321 -0.05830 -0.08639  0.041
H: -5.36434 0.24776 -0.36457  0.068
H: -4.44866 -0.84013 -1.41655  0.075
C: 2.08788 -0.50958 -3.75018  -0.052
C: 3.44808 -0.34661 -4.09034  -0.048
C: 3.98443 -1.03098 -5.17988  -0.005
C: 3.22260 -1.95136 -5.89802  -0.152
C: 1.89596 -2.06942 -5.57131  -0.009
C: 1.32506 -1.39450 -4.48938  -0.066
N: 3.81858 -2.64532 -7.04007  -0.355
O: 4.91892 -2.31440 -7.42781  0.081
O: 3.18554 -3.53548 -7.58100  0.074
H: 1.63857 -0.05697 -2.87525  0.102
H: 4.03123 0.34749 -3.50252  0.106
H: 5.04230 -0.88956 -5.35474  0.117
H: 1.24801 -2.82133 -6.00632  0.120
H: 0.33033 -1.56885 -4.10376  0.093
C: -2.35327 4.80728 5.69336  -0.133
O: -2.61990 5.69253 4.63287  -0.178
C: -3.28167 5.04835 3.52929  -0.160
C: -2.77356 3.68468 3.02449  -0.239
O: -1.71630 3.89724 2.13641  -0.178
C: -1.31213 2.66005 1.54569  -0.089
H: -1.59716 4.06800 5.38668  0.072
H: -3.18874 4.14424 5.94276  0.091
H: -1.88620 5.35753 6.50483  0.089
H: -3.17902 5.64345 2.62076  0.126
H: -4.33137 5.10766 3.82187  0.124
H: -3.59202 3.07137 2.62316  0.130
H: -2.48757 3.00803 3.84548  0.105
H: -0.97146 1.91780 2.26651  0.076
H: -0.59752 2.85277 0.75019  0.075
H: -2.22309 2.34196 1.02789  0.093
C: -1.15724 -3.77095 -2.11778  -0.063
O: -0.46976 -4.02692 -0.91368  -0.329
C: 0.80146 -4.63789 -1.07533  -0.175
C: 1.35809 -5.02271 0.29890  -0.217
O: 1.30650 -3.97175 1.23370  -0.370
C: 2.51544 -3.22163 1.47317  -0.033
H: -1.31887 -4.60775 -2.79994  0.102
H: -0.58243 -3.05157 -2.71475  0.080
H: -2.05509 -3.24279 -1.79427  0.102
H: 1.59580 -3.91280 -1.29946  0.136
H: 0.83188 -5.48861 -1.75393  0.141
H: 2.36586 -5.44662 0.25801  0.136
H: 0.79281 -5.86978 0.71059  0.116
H: 2.75619 -2.56176 0.64274  0.102
H: 3.31235 -3.95593 1.61693  0.096
H: 2.33622 -2.74399 2.43307  0.087
C: -2.90594 1.01229 -7.13199  -0.125
O: -2.93158 1.47119 -5.78756  -0.167
C: -1.76929 2.24451 -5.53335  -0.205
C: -1.34107 2.24065 -4.05329  -0.206
O: -2.03438 3.29781 -3.42900  -0.171
C: -1.84269 3.38632 -2.03113  -0.103
H: -2.73255 1.81453 -7.84921  0.086
H: -3.83876 0.52139 -7.41920  0.082
H: -2.21212 0.17589 -7.26712  0.082
H: -1.99605 3.28604 -5.77179  0.130
H: -0.88373 1.88716 -6.06594  0.115
H: -0.25044 2.34669 -4.08038  0.119
H: -1.55734 1.28298 -3.57072  0.123
H: -0.99499 2.74737 -1.75437  0.066
H: -2.71162 3.00310 -1.49422  0.089
H: -1.51998 4.35034 -1.63349  0.086
C: 1.51043 5.01933 1.17455  -0.109
O: 2.43336 4.12787 1.70693  -0.184
C: 2.11849 2.74922 1.59360  -0.199
C: 3.32481 1.95865 2.04342  -0.196
O: 4.56831 2.20098 1.38450  -0.178
C: 5.54284 2.75642 2.25219  -0.116
H: 0.51352 4.79618 1.57661  0.072
H: 1.45546 4.95503 0.08000  0.093
H: 1.77989 6.02424 1.49590  0.092
H: 1.77480 2.53700 0.57658  0.116
H: 1.22051 2.55410 2.18853  0.104
H: 3.13357 0.91699 1.75102  0.112
H: 3.48641 1.86976 3.12070  0.120
H: 5.24784 3.72464 2.66368  0.088
H: 6.37162 2.94876 1.56824  0.088
H: 5.84649 2.08130 3.05594  0.082
C: -0.51056 -5.83989 3.66196  -0.070
O: -0.57766 -4.42075 3.86769  -0.340
C: 0.23475 -3.92816 4.91385  -0.191
C: -0.04566 -2.45583 5.07088  -0.176
O: 0.03228 -1.88154 3.77113  -0.352
C: 0.16220 -0.47198 3.78807  -0.080
H: 0.26437 -6.10960 2.93574  0.077
H: -1.43901 -6.25146 3.27269  0.101
H: -0.16663 -6.39783 4.53453  0.099
H: 1.28029 -4.08992 4.62722  0.138
H: 0.09281 -4.46607 5.85516  0.140
H: 0.72554 -2.06405 5.74068  0.140
H: -1.02106 -2.21780 5.50233  0.143
H: 1.03814 -0.10758 4.33693  0.103
H: -0.64969 -0.02295 4.37228  0.105
H: 0.20327 -0.03589 2.79275  0.067

Maximum force in Eh/bohr: 0.0475
HOMO-LUMO gap in eV: 6.98
Lowest unoccupied orbital energy in eV: -0.65

***

ORCA calculation (wB97M-V/def2-TZVPD) on the molecule C16H19N3O4S at a distorted geometry.

Each line ends with the Löwdin charge.
Atoms and positions in Å:
C: -2.63205 -3.43253 1.56693  -0.107
C: -2.20432 -1.96968 1.61211  -0.254
C: -2.26492 -1.27693 0.25067  -0.182
H: -2.07145 -0.21300 0.39343  0.106
H: -3.26985 -1.39258 -0.16236  0.118
C: -1.26308 -1.81259 -0.77845  -0.370
C: 0.13043 -1.46375 -0.39891  -0.543
N: 0.48552 -0.78589 0.62532  0.042
N: 1.78926 -0.58791 0.74762  0.037
C: 2.48516 -1.10581 -0.20391  -0.602
N: 3.84518 -1.03308 -0.33132  0.112
C: 4.67831 -0.01863 0.08213  -0.420
O: 5.87368 -0.15177 0.03730  0.104
C: 3.96970 1.24918 0.54312  -0.104
O: 3.07633 1.64452 -0.47795  -0.044
C: 1.80973 2.04384 -0.14887  -0.290
C: 1.44736 2.57028 1.08165  -0.022
C: 0.12909 2.93077 1.35357  0.020
C: -0.79527 2.76019 0.35617  -0.212
C: -0.42563 2.25891 -0.89218  -0.207
C: 0.86336 1.89461 -1.17399  0.076
H: 1.15526 1.49915 -2.13187  0.134
O: -1.53110 2.18528 -1.69966  0.014
C: -2.60713 2.67331 -0.92449  -0.163
O: -2.14431 3.01983 0.36027  0.030
H: -3.03908 3.56073 -1.41502  0.140
H: -3.38118 1.89324 -0.84170  0.136
H: -0.15259 3.32655 2.31407  0.121
H: 2.18585 2.70958 1.85409  0.111
H: 4.72534 2.02482 0.71219  0.143
H: 3.44203 1.02405 1.47534  0.119
H: 4.30592 -1.79836 -0.80962  0.154
S: 1.50538 -1.96085 -1.39355  1.105
C: -1.56607 -1.25906 -2.17619  -0.056
H: -1.50439 -0.17355 -2.17985  0.069
H: -2.56852 -1.55082 -2.47965  0.084
H: -0.85953 -1.65014 -2.90571  0.062
H: -1.33636 -2.90532 -0.82648  0.133
H: -2.86909 -1.43197 2.29127  0.108
H: -1.19273 -1.88885 2.00951  0.093
H: -2.67591 -3.84041 2.57387  0.069
H: -3.61777 -3.53019 1.11601  0.073
H: -1.93059 -4.03516 0.99506  0.063

Maximum force in Eh/bohr: 0.0337
SMILES string: CCC[C@@H](C)c1nnc(NC(=O)COc2ccc3c(c2)OCO3)s1
HOMO-LUMO gap in eV: 8.21
Lowest unoccupied orbital energy in eV: 0.37
Relative energy (zero: lowest compared OMol25 entry of this formula, charge and spin) in kcal/mol: 84.8

***

ORCA calculation (wB97M-V/def2-TZVPD) on a structure of composition C17H20N3NiO4PS2.

Each line ends with the Löwdin charge.
Atoms and positions in Å:
Ni: 0.17786 0.83245 0.49493  0.097
O: -2.50963 -2.93116 0.60783  0.058
C: -3.66435 -2.26036 0.63127  -0.268
C: -4.83800 -3.02380 0.68211  -0.025
C: -6.07356 -2.41273 0.70512  -0.107
C: -6.17956 -1.02293 0.67484  -0.114
C: -5.02524 -0.26497 0.62693  -0.047
C: -3.76007 -0.85511 0.60750  -0.076
C: -2.53353 -0.01131 0.55198  -0.408
O: -1.41280 -0.57866 0.47348  -0.084
N: -2.72794 1.32543 0.59143  0.057
N: -1.52350 1.92263 0.54547  -0.080
C: -1.43315 3.20193 0.55460  -0.092
C: -0.07100 3.74508 0.51319  -0.255
C: 0.19994 5.10910 0.54646  -0.037
C: 1.51682 5.53589 0.52192  -0.084
C: 2.53561 4.59611 0.47176  -0.072
C: 2.18124 3.25418 0.44228  -0.121
N: 0.91916 2.84449 0.45437  0.056
H: -1.77528 -2.27656 0.51399  0.063
H: -4.74051 -4.10152 0.69857  0.111
H: -6.96813 -3.02405 0.74088  0.093
H: -7.15031 -0.54459 0.69022  0.087
H: -5.06782 0.81549 0.60699  0.097
H: -2.31219 3.83970 0.60512  0.112
H: -0.62134 5.81317 0.59287  0.105
H: 1.74716 6.59415 0.54583  0.100
H: 3.57641 4.88713 0.45989  0.096
H: 2.92513 2.46482 0.41536  0.095
C: 4.16733 -4.28342 1.20210  -0.092
C: 4.26017 -3.47238 -0.07243  -0.341
O: 3.83497 -2.13374 0.16673  -0.362
P: 2.34103 -1.61072 -0.14592  -0.148
S: 1.95287 -0.32207 1.33951  0.344
S: 1.08549 -3.04623 -0.55471  0.255
O: 2.68420 -0.77275 -1.49576  -0.351
C: 1.62291 -0.20093 -2.24861  -0.345
C: 2.21713 0.77458 -3.23903  -0.079
H: 4.50147 -5.30842 1.02034  0.070
H: 3.13284 -4.30985 1.54440  0.062
H: 4.78555 -3.84561 1.98700  0.072
H: 3.65085 -3.92442 -0.85692  0.068
H: 5.29156 -3.40137 -0.42352  0.110
H: 0.92203 0.32232 -1.58035  0.069
H: 1.06276 -0.99687 -2.74578  0.097
H: 2.69562 1.60537 -2.71817  0.068
H: 1.43378 1.17310 -3.88676  0.073
H: 2.96604 0.27942 -3.85932  0.073

Maximum force in Eh/bohr: 0.0107
Charge: -1
2S+1: 2
HOMO-LUMO gap (spin up / spin down) in eV: 6.84 / 6.68
Lowest unoccupied orbital energy (spin up / spin down) in eV: 2.40 / 2.42
Relative energy (zero: lowest compared OMol25 entry of this formula, charge and spin) in kcal/mol: 0.0

***

ORCA calculation (wB97M-V/def2-TZVPD) on a cluster of 2 separate species, C5H13N2O2 in total at a distorted geometry.

Each line ends with the Löwdin charge.
Atoms and positions in Å:
C: -1.44650 -2.33310 0.84461  -0.329
C: 2.69420 -0.31109 0.20993  -0.003
C: -1.42920 0.12007 -1.21168  -0.046
C: -1.47930 1.93228 0.42119  -0.049
C: 1.62050 0.62829 -0.41941  -0.077
N: -0.24654 -2.36599 0.97581  0.208
N: -0.97140 0.60089 0.11835  -0.166
O: -2.54019 -2.01015 0.59778  0.206
O: 0.46242 0.30272 0.49385  -0.041
H: 2.15855 -1.23720 0.30854  0.063
H: 3.30644 -0.51373 -0.70591  0.115
H: 3.27171 0.15712 0.95083  0.078
H: -0.88153 0.61037 -2.03616  0.096
H: -1.06452 -0.92900 -1.28872  0.084
H: -2.52295 0.00478 -1.27720  0.118
H: -2.58364 1.87168 0.58419  0.122
H: -0.98843 2.30332 1.38632  0.124
H: -1.25667 2.68470 -0.29133  0.070
H: 1.28819 0.47656 -1.36427  0.073
H: 1.93329 1.72488 -0.38057  0.164
H: 0.36066 -0.66190 0.76982  0.112
H: 0.31493 -3.05552 1.31403  0.076

Maximum force in Eh/bohr: 0.0972
Charge: +1
HOMO-LUMO gap in eV: 10.98
Lowest unoccupied orbital energy in eV: -2.94
Relative energy (zero: lowest compared OMol25 entry of this formula, charge and spin) in kcal/mol: 106.2

***

ORCA calculation (wB97M-V/def2-TZVPD) on the molecule C5H9NO at a distorted geometry.

Each line ends with the Löwdin charge.
Atoms and positions in Å:
C: 1.72891 -1.22211 0.36530  -0.072
C: 0.54803 -0.47842 0.95040  -0.268
N: 0.70982 0.98129 1.09362  0.095
C: -0.39690 1.27283 0.33856  -0.556
O: -0.73714 2.28408 -0.22388  0.045
C: -0.88229 -0.11400 0.10156  -0.025
C: -1.66519 0.30118 -1.47245  0.004
H: 1.90759 -0.87568 -0.65227  0.078
H: 1.52459 -2.29721 0.35334  0.077
H: 2.65072 -1.08294 0.95426  0.080
H: 0.35746 -0.88343 1.96950  0.132
H: 1.57883 1.48492 0.95615  0.142
H: -1.68664 -0.55182 0.70069  0.107
H: -2.07747 1.34011 -1.59665  0.075
H: -2.53499 -0.34014 -1.48864  0.035
H: -1.02533 0.18135 -2.34950  0.051

Maximum force in Eh/bohr: 0.0357
SMILES string: C[C@@H]1C(=O)N[C@@H]1C
HOMO-LUMO gap in eV: 10.39
Lowest unoccupied orbital energy in eV: 0.84
Relative energy (zero: lowest compared OMol25 entry of this formula, charge and spin) in kcal/mol: 75.2

***

ORCA calculation (wB97M-V/def2-TZVPD) on a cluster of 3 separate species, C4H15NO2 in total at a distorted geometry.

Each line ends with the Löwdin charge.
Atoms and positions in Å:
C: -0.39805 1.15183 0.24728  -0.181
N: 0.91784 0.71624 -0.16158  0.111
C: 2.04098 0.83348 0.77669  -0.177
C: 3.38923 0.86337 0.08102  -0.034
C: -1.50463 0.35529 -0.45687  -0.037
H: -0.50105 2.18331 -0.10249  0.161
H: -0.46721 1.08227 1.31378  0.131
H: 1.10983 1.02559 -1.11370  0.178
H: 1.97339 -0.02186 1.45879  0.142
H: 1.72720 1.68876 1.38163  0.152
H: 4.04982 0.26119 0.67742  0.089
H: 3.78117 1.86026 -0.09456  0.094
H: 3.35025 0.32905 -0.86105  0.088
H: -2.03937 -0.34613 0.18231  0.094
H: -2.28900 0.90123 -0.95705  0.086
H: -1.02610 -0.25194 -1.23194  0.079
H: -5.17932 -2.65389 -0.71923  0.033
H: -6.44934 -2.01190 -0.36236  0.041
O: -5.54739 -2.09602 -0.01820  -0.074
H: 0.97088 -2.26017 -0.73800  0.051
H: 0.85325 -1.39292 0.51063  -0.006
O: 1.23762 -2.21703 0.18749  -0.021

Maximum force in Eh/bohr: 0.0402
Charge: +1
2S+1: 2
HOMO-LUMO gap (spin up / spin down) in eV: 10.63 / 5.83
Lowest unoccupied orbital energy (spin up / spin down) in eV: -3.16 / -7.97
Relative energy (zero: lowest compared OMol25 entry of this formula, charge and spin) in kcal/mol: 11.6